Below is C10H20N2O4 in the gas phase at a distorted geometry, with properties calculated with ωB97M-V/def2-TZVPD.

The charge is 0. Its maximum force is 9.61 eV/Å. As for the structure (SMILES): CC[C@H](C)[C@H](NC(=O)[C@@H](N)[C@@H](C)O)C(=O)O. The energy above the lowest of the compared OMol25 structures with the same formula, charge and spin comes out at 101.1 kcal per mole. The total energy is -803.4152 hartree. The LUMO energy comes out at 0.0127 Ha. For the HOMO energy, the calculation gives -9.194 eV.

```
36
C10H20N2O4 (ωB97M-V/def2-TZVPD)
C -3.37 2.37 -0.74
C -2.14 1.43 -0.63
C -2.32 0.32 0.41
C -2.52 1.03 1.74
C -1.20 -0.75 0.57
N 0.06 -0.06 0.59
C 1.14 -0.74 0.97
O 1.05 -1.65 1.76
C 2.49 -0.36 0.25
N 2.49 -1.04 -1.04
C 2.72 1.16 0.25
C 4.12 1.42 -0.23
O 1.76 1.71 -0.67
C -1.24 -1.67 -0.60
O -0.46 -1.50 -1.55
O -2.36 -2.44 -0.55
H -3.01 3.08 -1.46
H -3.45 3.07 0.11
H -4.30 2.03 -1.01
H -1.83 1.01 -1.55
H -1.34 2.09 -0.39
H -3.37 -0.17 -0.04
H -2.66 0.12 2.34
H -3.48 1.43 1.40
H -1.76 1.89 1.84
H -1.27 -1.30 1.50
H 0.09 0.51 -0.07
H 3.25 -0.84 1.04
H 3.02 -1.81 -0.99
H 1.54 -1.32 -1.25
H 2.47 1.58 1.20
H 4.51 0.83 0.71
H 4.31 0.82 -1.17
H 4.40 2.45 -0.26
H 1.58 0.98 -1.25
H -2.65 -2.93 -1.45
```

Below is a molecular structure, C10H20N2PSW at a distorted geometry, with properties calculated with ωB97M-V/def2-TZVPD.

The charge is +1. Its maximum force is 3.68 eV/Å. The multiplicity is 3. The energy above the lowest of the compared OMol25 structures with the same formula, charge and spin comes out at 80.7 kcal per mole. As for the expectation value of S²: 2.01. The total energy is -1308.6133 hartree. The LUMO energy (spin up / spin down) comes out at -0.1721 / -0.1743 Ha. For the HOMO energy (spin up / spin down), the calculation gives -10.105 / -10.116 eV.

```
35
C10H20N2PSW (ωB97M-V/def2-TZVPD)
C 0.31 0.14 -3.44
C -0.76 -0.61 -3.98
C -0.46 -2.03 -3.72
C 0.76 -2.14 -3.04
C 1.21 -0.73 -2.61
W 1.27 0.57 -0.22
P -0.14 2.34 -0.88
H 0.48 1.24 -3.51
H -1.73 -0.24 -4.32
H -1.15 -2.88 -3.88
H 2.29 -0.48 -2.79
H 1.40 -3.00 -2.87
H -1.37 2.62 -0.16
H -0.69 2.58 -2.22
H 0.57 3.59 -0.76
C 2.53 -0.32 1.38
N 1.10 0.07 1.90
C 1.06 1.02 2.97
C -0.07 -0.46 1.29
S 0.12 -1.45 -0.18
N -1.34 -0.13 1.68
C -1.65 -0.06 3.09
C -2.44 -0.51 0.79
H 3.26 0.08 2.10
H 2.95 0.34 0.44
H 2.59 -1.40 1.21
H 0.37 1.83 2.73
H 0.81 0.55 3.93
H 2.07 1.41 3.04
H -1.70 0.98 3.42
H -2.61 -0.53 3.26
H -0.90 -0.60 3.67
H -2.32 -0.06 -0.21
H -2.48 -1.59 0.67
H -3.36 -0.15 1.22
```

Below is C10H20N6O4 in the gas phase at a distorted geometry, with properties calculated with ωB97M-V/def2-TZVPD.

The charge is 0. Its maximum force is 3.11 eV/Å. As for the structure (SMILES): [H]/N=C(\N)NCCC[C@H](NC(=O)[C@@H](N)CC(N)=O)C(=O)O. The energy above the lowest of the compared OMol25 structures with the same formula, charge and spin comes out at 47.5 kcal per mole. The total energy is -1022.5743 hartree. The LUMO energy comes out at 0.0054 Ha. For the HOMO energy, the calculation gives -9.230 eV.

```
40
C10H20N6O4 (ωB97M-V/def2-TZVPD)
H 3.93 -1.36 2.43
N 4.02 -0.84 1.53
C 4.40 -1.48 0.47
N 4.94 -2.78 0.41
N 4.40 -0.86 -0.74
C 3.82 0.51 -0.87
C 2.31 0.45 -0.61
C 1.61 1.84 -0.58
C 0.28 1.85 0.25
N -0.77 1.02 -0.35
C -1.77 0.58 0.43
O -1.91 0.73 1.65
C -2.82 -0.31 -0.35
N -2.54 -1.75 -0.02
C -4.21 0.03 0.10
C -5.37 -1.05 -0.15
N -5.04 -2.38 -0.23
O -6.55 -0.73 -0.11
C -0.26 3.28 0.19
O 0.19 4.22 -0.42
O -1.29 3.46 1.08
H 4.20 -3.49 0.26
H 5.28 -3.04 1.33
H 4.96 -1.27 -1.51
H 3.79 0.87 -1.91
H 4.25 1.26 -0.17
H 1.84 -0.24 -1.27
H 2.18 -0.09 0.32
H 1.51 2.25 -1.64
H 2.19 2.63 -0.09
H 0.43 1.48 1.26
H -1.01 1.14 -1.31
H -2.77 -0.14 -1.39
H -2.00 -1.81 0.92
H -1.93 -2.19 -0.71
H -4.31 0.26 1.16
H -4.58 0.85 -0.45
H -4.05 -2.61 -0.10
H -5.87 -2.89 -0.33
H -1.47 2.60 1.52
```